1.
24
Properties=species:S:1:pos:R:3:nbo_charge:R:1 method="wB97M-V/def2-TZVPD" lumo_energy_ev=0.83 e_above_lowest_kj_mol=415.4 largest_force_ev_per_a=1.373 gap_ev=8.64 energy_ha=-401.72906
C -0.417 -0.212 -2.067 -0.54
C 0.109 -1.116 2.985 -0.68
C 0.812 -1.107 -2.046 -0.63
C 0.385 -0.694 1.548 0.45
N 1.576 -0.473 1.081 -0.82
H 2.279 -0.591 1.804 0.33
H -0.280 0.617 -2.758 0.23
H -1.357 -0.693 -2.336 0.23
H -0.475 -0.348 3.497 0.22
H -0.469 -2.042 3.003 0.22
H 1.033 -1.274 3.542 0.21
H 1.656 -0.618 -1.560 0.25
H 0.616 -2.018 -1.482 0.23
H 1.087 -1.378 -3.069 0.22
C 0.268 1.969 -0.382 -0.75
C -0.947 1.190 -0.719 0.50
N -0.692 -0.552 0.741 -0.89
N -2.157 1.399 -0.853 -0.71
H -1.585 -0.619 1.215 0.36
H -0.628 -0.256 -0.754 0.41
H -2.486 2.299 -0.517 0.38
H 0.010 2.670 0.415 0.24
H 1.070 1.317 -0.025 0.30
H 0.594 2.529 -1.262 0.23

---

2.
253
Properties=species:S:1:pos:R:3:lowdin_charge:R:1 method="wB97M-V/def2-TZVPD" lumo_energy_ev=2.08 e_above_lowest_kj_mol=103.2 largest_force_ev_per_a=2.774 total_charge=-1 gap_ev=8.22 energy_ha=-5207.40154
O 1.449 -16.564 -3.381 0.17
C 0.390 -16.353 -2.869 -0.38
O -0.464 -15.365 -3.043 0.23
B -1.746 -15.626 -2.340 -0.90
O -1.465 -16.871 -1.607 0.20
C -0.321 -17.381 -1.970 -0.38
O 0.165 -18.424 -1.620 0.13
O -2.895 -15.686 -3.254 0.22
C -3.781 -14.755 -2.914 -0.37
O -4.836 -14.559 -3.431 0.16
C -3.207 -14.038 -1.665 -0.37
O -2.024 -14.548 -1.394 0.23
O -3.790 -13.212 -1.015 0.13
C -12.946 -8.228 -0.963 -0.13
O -11.766 -8.694 -1.543 -0.18
C -11.862 -8.983 -2.917 -0.24
C -10.562 -9.481 -3.493 -0.20
N -9.531 -8.421 -3.536 -0.05
C -8.279 -8.922 -4.055 -0.21
C -7.466 -9.753 -3.044 -0.24
O -6.271 -10.231 -3.617 -0.19
C -5.618 -11.190 -2.804 -0.11
H -13.271 -7.254 -1.347 0.09
H -12.766 -8.036 0.096 0.09
H -13.811 -8.898 -0.981 0.09
H -12.212 -8.145 -3.531 0.13
H -12.597 -9.788 -3.059 0.12
H -10.774 -9.832 -4.502 0.13
H -10.190 -10.307 -2.877 0.09
H -9.427 -8.113 -2.575 0.10
H -7.709 -8.070 -4.435 0.11
H -8.357 -9.569 -4.934 0.12
H -8.066 -10.570 -2.631 0.10
H -7.182 -9.097 -2.208 0.12
H -4.672 -11.373 -3.312 0.09
H -6.212 -12.101 -2.720 0.08
H -5.340 -10.780 -1.826 0.09
C 0.629 -23.368 -3.622 -0.11
O -0.495 -22.515 -3.624 -0.20
C -1.366 -22.650 -2.514 -0.20
C -0.968 -21.658 -1.437 -0.19
N -2.038 -21.439 -0.467 -0.07
C -1.615 -20.503 0.591 -0.18
C -2.663 -20.566 1.689 -0.21
O -2.702 -21.900 2.163 -0.19
C -3.674 -22.184 3.121 -0.12
H 1.336 -23.057 -4.387 0.08
H 0.397 -24.437 -3.652 0.09
H 1.133 -23.194 -2.661 0.07
H -1.405 -23.688 -2.168 0.12
H -2.359 -22.409 -2.903 0.11
H -0.663 -20.694 -1.849 0.10
H -0.067 -22.046 -0.935 0.12
H -2.357 -22.287 -0.011 0.11
H -1.637 -19.522 0.111 0.11
H -0.628 -20.820 0.932 0.11
H -3.631 -20.262 1.273 0.12
H -2.470 -19.849 2.494 0.12
H -3.553 -21.685 4.089 0.09
H -3.730 -23.263 3.263 0.09
H -4.660 -21.881 2.736 0.09
C -9.740 -11.951 -0.556 -0.11
O -8.962 -13.099 -0.789 -0.21
C -8.017 -13.393 0.222 -0.21
C -7.217 -14.626 -0.206 -0.20
N -7.942 -15.864 0.070 -0.05
C -9.037 -16.107 -0.855 -0.23
C -9.600 -17.515 -0.775 -0.20
O -8.643 -18.555 -0.990 -0.19
C -8.047 -18.543 -2.255 -0.12
H -10.254 -12.040 0.406 0.09
H -10.449 -11.823 -1.372 0.08
H -9.102 -11.057 -0.562 0.08
H -8.490 -13.521 1.199 0.12
H -7.295 -12.565 0.250 0.12
H -6.267 -14.596 0.337 0.10
H -6.841 -14.588 -1.238 0.12
H -7.307 -16.653 0.073 0.10
H -8.728 -15.880 -1.887 0.12
H -9.841 -15.404 -0.637 0.11
H -10.269 -17.651 -1.632 0.12
H -10.062 -17.681 0.195 0.12
H -7.605 -19.514 -2.475 0.07
H -7.244 -17.807 -2.383 0.07
H -8.763 -18.316 -3.055 0.09
C -11.969 -17.986 -8.576 -0.13
O -10.592 -18.191 -8.738 -0.20
C -10.245 -19.549 -8.967 -0.23
C -8.707 -19.606 -9.116 -0.23
N -8.100 -19.306 -7.832 -0.05
C -6.638 -19.468 -7.858 -0.21
C -6.032 -18.798 -6.662 -0.23
O -6.367 -17.430 -6.602 -0.17
C -5.860 -16.787 -5.470 -0.11
H -12.174 -16.919 -8.664 0.08
H -12.282 -18.373 -7.599 0.09
H -12.556 -18.466 -9.369 0.08
H -10.790 -19.975 -9.812 0.11
H -10.464 -20.114 -8.055 0.12
H -8.412 -18.969 -9.958 0.12
H -8.525 -20.639 -9.427 0.11
H -8.240 -18.302 -7.733 0.11
H -6.260 -18.970 -8.763 0.12
H -6.388 -20.529 -7.851 0.12
H -4.954 -18.968 -6.597 0.09
H -6.503 -19.271 -5.786 0.13
H -6.466 -17.113 -4.601 0.08
H -6.129 -15.732 -5.472 0.08
H -4.825 -16.997 -5.193 0.08
C 1.846 -20.178 1.669 -0.15
O 2.303 -19.697 0.448 -0.19
C 3.299 -20.507 -0.120 -0.23
C 4.032 -19.792 -1.260 -0.18
N 3.131 -19.274 -2.293 -0.01
C 2.721 -20.378 -3.184 -0.19
C 1.650 -19.970 -4.180 -0.26
O 2.007 -18.825 -4.894 -0.17
C 0.962 -18.519 -5.814 -0.09
H 1.680 -21.263 1.576 0.10
H 0.946 -19.663 1.997 0.05
H 2.588 -20.093 2.477 0.10
H 2.822 -21.438 -0.460 0.11
H 4.055 -20.787 0.627 0.12
H 4.811 -20.379 -1.745 0.12
H 4.498 -18.933 -0.764 0.10
H 2.257 -19.046 -1.820 0.07
H 2.305 -21.211 -2.600 0.09
H 3.587 -20.734 -3.750 0.12
H 0.685 -19.850 -3.670 0.10
H 1.491 -20.857 -4.813 0.11
H -0.006 -18.566 -5.312 0.06
H 1.132 -19.176 -6.672 0.09
H 1.099 -17.485 -6.134 0.09
C 3.622 -11.860 -0.347 -0.11
O 3.452 -12.901 -1.274 -0.21
C 2.883 -12.487 -2.513 -0.20
C 2.963 -13.712 -3.431 -0.18
N 4.352 -14.208 -3.612 0.01
C 5.024 -13.396 -4.690 -0.18
C 5.999 -12.340 -4.172 -0.22
O 7.067 -12.816 -3.374 -0.23
C 8.120 -11.919 -3.185 -0.11
H 2.625 -11.522 -0.037 0.07
H 4.221 -11.004 -0.672 0.08
H 4.090 -12.236 0.565 0.09
H 3.328 -11.558 -2.888 0.11
H 1.842 -12.242 -2.251 0.12
H 2.481 -13.476 -4.383 0.12
H 2.380 -14.520 -2.998 0.09
H 4.832 -13.728 -2.853 0.07
H 4.331 -12.953 -5.408 0.11
H 5.628 -14.077 -5.304 0.10
H 5.447 -11.569 -3.616 0.11
H 6.340 -11.756 -5.039 0.12
H 7.780 -11.046 -2.610 0.09
H 8.562 -11.588 -4.129 0.09
H 8.872 -12.377 -2.541 0.09
C 4.361 -16.261 0.261 -0.13
O 5.380 -16.412 -0.696 -0.16
C 6.536 -15.740 -0.250 -0.22
C 7.696 -15.947 -1.227 -0.20
N 7.303 -15.668 -2.617 -0.03
C 8.492 -15.970 -3.457 -0.21
C 8.243 -15.702 -4.931 -0.23
O 7.182 -16.546 -5.344 -0.19
C 7.240 -16.914 -6.712 -0.10
H 4.610 -16.664 1.250 0.04
H 3.391 -16.658 -0.028 0.11
H 4.159 -15.185 0.370 0.08
H 6.805 -16.233 0.697 0.11
H 6.345 -14.701 0.040 0.12
H 8.069 -16.966 -1.134 0.12
H 8.489 -15.231 -0.964 0.11
H 7.185 -14.661 -2.756 0.07
H 8.634 -17.049 -3.362 0.12
H 9.332 -15.381 -3.062 0.11
H 9.143 -16.021 -5.471 0.11
H 8.019 -14.654 -5.147 0.11
H 6.482 -17.678 -6.849 0.09
H 8.238 -17.322 -6.925 0.08
H 7.141 -16.013 -7.326 0.08
C 6.065 -15.738 3.803 -0.12
O 4.703 -15.460 3.953 -0.17
C 3.891 -15.898 2.880 -0.25
C 2.447 -15.843 3.378 -0.17
N 1.507 -16.120 2.298 -0.02
C 0.971 -17.480 2.263 -0.21
C -0.394 -17.539 1.647 -0.18
O -1.381 -16.989 2.544 -0.19
C -2.657 -16.969 1.926 -0.07
H 6.607 -15.593 4.735 0.08
H 6.488 -15.062 3.044 0.08
H 6.256 -16.743 3.406 0.09
H 4.123 -16.944 2.639 0.11
H 4.048 -15.302 1.977 0.08
H 2.281 -14.818 3.720 0.12
H 2.279 -16.476 4.254 0.12
H 0.711 -15.508 2.444 0.05
H 1.000 -17.943 3.261 0.13
H 1.630 -18.134 1.678 0.08
H -0.715 -18.559 1.423 0.08
H -0.384 -16.915 0.748 0.12
H -2.955 -17.971 1.606 0.07
H -2.642 -16.294 1.061 0.09
H -3.360 -16.542 2.638 0.08
C -2.678 -19.995 -5.987 -0.11
O -3.562 -19.635 -4.967 -0.21
C -2.927 -19.173 -3.783 -0.18
C -3.943 -18.828 -2.674 -0.17
N -4.272 -19.937 -1.789 -0.04
C -5.091 -20.909 -2.512 -0.20
C -5.586 -22.006 -1.550 -0.24
O -6.265 -23.006 -2.250 -0.20
C -6.421 -24.226 -1.540 -0.10
H -2.055 -20.875 -5.777 0.09
H -1.968 -19.206 -6.258 0.08
H -3.294 -20.248 -6.852 0.08
H -2.292 -18.308 -4.014 0.12
H -2.250 -19.943 -3.397 0.11
H -4.842 -18.384 -3.104 0.10
H -3.446 -18.058 -2.075 0.10
H -3.421 -20.384 -1.422 0.06
H -4.502 -21.411 -3.287 0.11
H -5.972 -20.448 -2.958 0.09
H -6.312 -21.569 -0.849 0.13
H -4.686 -22.347 -1.018 0.11
H -5.428 -24.678 -1.480 0.08
H -7.089 -24.832 -2.148 0.08
H -6.873 -24.035 -0.563 0.08
C -0.754 -10.868 0.680 -0.11
O 0.215 -11.530 1.458 -0.20
C 0.409 -12.900 1.122 -0.19
C -0.768 -13.810 1.471 -0.20
N -0.929 -14.046 2.898 -0.04
C -1.592 -12.987 3.638 -0.18
C -3.095 -12.953 3.439 -0.19
O -3.624 -14.214 3.904 -0.21
C -5.010 -14.320 3.690 -0.12
H -1.751 -11.314 0.782 0.07
H -0.528 -10.809 -0.387 0.09
H -0.894 -9.890 1.140 0.09
H 1.316 -13.250 1.614 0.12
H 0.626 -12.932 0.047 0.11
H -0.630 -14.745 0.928 0.10
H -1.682 -13.396 1.025 0.09
H -1.394 -14.943 3.016 0.08
H -1.080 -12.035 3.508 0.11
H -1.440 -13.200 4.703 0.12
H -3.370 -12.946 2.380 0.11
H -3.585 -12.172 4.024 0.12
H -5.542 -13.547 4.255 0.08
H -5.411 -15.274 4.032 0.09
H -5.247 -14.247 2.624 0.07

---

3.
9
Properties=species:S:1:pos:R:3:nbo_charge:R:1 method="wB97M-V/def2-TZVPD" lumo_energy_ev=-1.43 e_above_lowest_kj_mol=522.7 largest_force_ev_per_a=3.948 gap_ev=7.24 energy_ha=-533.24982
C 1.607 -1.433 0.670 -0.15
C 2.936 -0.169 -0.273 -0.27
C -0.306 -1.278 -0.672 -0.30
C 0.757 -1.964 -0.249 0.07
C 0.298 -0.408 0.372 -0.40
P 1.594 0.887 -0.146 0.51
H -1.162 -1.508 -1.274 0.26
H -0.218 -0.368 1.360 0.25
H 1.245 1.456 1.019 0.03

---

4.
15
Properties=species:S:1:pos:R:3:nbo_charge:R:1 method="wB97M-V/def2-TZVPD" lumo_energy_ev=0.91 e_above_lowest_kj_mol=710.1 smiles="C1=NN2C[C@@H]2[C@@H]2N[C@@H]12" largest_force_ev_per_a=4.902 gap_ev=9.87 energy_ha=-358.74791
C 0.212 1.654 -0.004 0.08
N -0.964 1.481 -0.391 -0.23
N -1.509 0.109 -0.487 -0.27
C -1.388 -0.645 0.717 -0.26
C -0.594 -1.152 -0.447 -0.10
C 0.707 -0.499 -0.551 -0.10
N 2.042 -0.547 0.040 -0.54
C 0.924 0.438 0.450 -0.21
H 0.716 2.698 0.077 0.20
H -2.230 -1.403 0.900 0.21
H -0.963 -0.229 1.609 0.21
H -1.048 -1.815 -1.143 0.23
H 0.555 -0.068 -1.618 0.19
H 2.803 -0.171 -0.637 0.37
H 0.738 0.147 1.487 0.22

---

5.
10
Properties=species:S:1:pos:R:3:nbo_charge:R:1 method="wB97M-V/def2-TZVPD" lumo_energy_ev=4.18 e_above_lowest_kj_mol=0.0 largest_force_ev_per_a=2.004 total_charge=-1 gap_ev=9.22 energy_ha=-450.35709
C -2.431 0.356 0.256 0.66
N 1.028 -0.378 -0.491 -0.63
N 2.228 -0.070 -0.057 0.63
O 2.512 1.099 0.110 -0.45
O 3.024 -0.991 0.111 -0.50
O -1.229 0.704 0.257 -0.80
O -3.014 -0.579 -0.277 -0.74
H -3.091 1.064 0.881 -0.01
H 0.113 0.173 -0.255 0.46
H 0.860 -1.379 -0.535 0.37

---

6.
59
Properties=species:S:1:pos:R:3:nbo_charge:R:1 method="wB97M-V/def2-TZVPD" lumo_energy_ev=-11.44 largest_force_ev_per_a=5.375 total_charge=+3 gap_ev=4.63 energy_ha=-1585.74489
Hf 0.649 -0.412 0.016 2.52
C 0.628 -3.202 4.727 -0.14
C 0.600 -1.912 5.250 -0.15
C 0.561 -0.804 4.408 -0.20
C 0.563 -1.016 3.027 0.14
C 0.598 -2.325 2.496 -0.25
C 0.629 -3.409 3.348 -0.16
N 0.547 -0.019 2.053 -0.52
N 0.553 1.266 2.407 0.01
C 0.620 2.152 1.363 0.03
C 0.629 3.516 1.718 -0.08
C 0.718 4.470 0.727 -0.16
C 0.810 4.087 -0.614 -0.10
C 0.808 2.738 -0.967 -0.17
C 0.707 1.723 -0.009 -0.58
H 0.659 -4.061 5.408 0.27
H 0.612 -1.760 6.334 0.27
H 0.527 0.219 4.793 0.26
H 0.611 -2.469 1.405 0.15
H 0.636 -4.425 2.943 0.26
H 0.575 3.774 2.785 0.27
H 0.732 5.537 0.991 0.27
H 0.878 4.851 -1.395 0.27
H 0.896 2.472 -2.020 0.23
N 7.884 -0.647 -1.543 -0.76
C 7.090 -0.487 -0.462 0.60
O 7.551 -0.287 0.675 -0.54
C 5.597 -0.577 -0.603 0.04
C 4.824 -0.779 -1.749 -0.20
C 3.449 -0.874 -1.645 0.08
N 2.773 -0.783 -0.463 -0.69
C 3.538 -0.570 0.660 0.04
C 4.902 -0.467 0.612 -0.17
H 8.885 -0.610 -1.398 0.45
H 7.513 -0.797 -2.479 0.40
H 5.269 -0.866 -2.755 0.27
H 2.831 -1.058 -2.521 0.23
H 2.993 -0.507 1.605 0.23
H 5.468 -0.299 1.537 0.31
N -9.003 0.955 -5.009 -0.16
C -8.053 0.749 -4.334 0.21
C -6.923 0.500 -3.547 -0.12
C -5.650 0.686 -4.090 -0.13
C -4.528 0.421 -3.329 -0.22
C -4.674 -0.048 -2.019 0.17
C -5.950 -0.206 -1.471 -0.22
C -7.071 0.068 -2.233 -0.12
N -3.523 -0.360 -1.247 -0.28
C -3.537 -0.748 0.102 0.00
C -2.270 -0.974 0.464 -0.10
N -1.415 -0.736 -0.637 -0.74
C -2.232 -0.373 -1.632 0.27
H -5.550 1.041 -5.126 0.26
H -3.522 0.579 -3.767 0.21
H -6.077 -0.566 -0.432 0.23
H -8.074 -0.059 -1.809 0.27
H -4.456 -0.829 0.681 0.28
H -1.886 -1.339 1.410 0.25
H -1.915 -0.141 -2.640 0.24

---

7.
12
Properties=species:S:1:pos:R:3:nbo_charge:R:1 method="wB97M-V/def2-TZVPD" lumo_energy_ev=0.12 e_above_lowest_kj_mol=268.9 largest_force_ev_per_a=1.649 gap_ev=9.21 energy_ha=-269.24384
O 2.520 -0.468 -0.512 -0.57
C 1.344 -0.269 -0.237 0.46
C 0.286 -1.308 -0.005 -0.42
C -1.387 -0.027 0.013 -0.40
C -0.544 1.121 0.258 -0.16
C 0.753 1.052 -0.093 -0.27
H 0.018 -1.567 0.995 0.23
H 0.547 -2.225 -0.579 0.23
H -1.643 -0.296 -0.993 0.23
H -2.354 0.076 0.572 0.22
H -0.918 1.992 0.800 0.22
H 1.376 1.918 -0.219 0.22

---

8.
49
Properties=species:S:1:pos:R:3:nbo_charge:R:1 method="wB97M-V/def2-TZVPD" lumo_energy_ev=-2.97 e_above_lowest_kj_mol=327.7 largest_force_ev_per_a=6.004 gap_ev=3.76 energy_ha=-1290.19946
C 4.393 1.506 0.896 -0.27
O 3.800 0.330 1.480 -0.50
C 2.612 0.117 0.888 0.79
O 2.238 0.880 0.007 -0.58
C 1.886 -1.108 1.363 -0.12
C 2.797 -2.349 1.235 -0.40
C 1.969 -3.451 0.606 -0.41
C 0.565 -2.879 0.424 -0.19
N 0.697 -1.397 0.541 -0.57
C -0.504 -0.727 0.730 0.80
C -1.280 0.003 -0.398 -0.37
C -2.685 0.567 -0.029 -0.39
C -3.439 -0.188 1.053 -0.40
C -2.544 -0.398 2.261 -0.39
C -1.293 -1.209 1.867 -0.58
H 5.365 1.623 1.370 0.20
H 4.486 1.370 -0.185 0.20
H 3.747 2.368 1.090 0.21
H 1.615 -0.955 2.422 0.21
H 3.676 -2.134 0.614 0.24
H 3.156 -2.604 2.237 0.23
H 2.367 -3.762 -0.361 0.23
H 1.933 -4.329 1.256 0.22
H 0.070 -3.161 -0.518 0.23
H -0.042 -3.285 1.254 0.17
H -1.537 -0.839 -1.075 0.31
H -2.561 1.617 0.268 0.23
H -3.264 0.570 -0.959 0.23
H -4.304 0.411 1.343 0.23
H -3.789 -1.152 0.671 0.19
H -2.257 0.581 2.691 0.22
H -3.062 -0.986 3.030 0.22
H -1.659 -2.216 1.555 0.28
H -0.632 -1.305 2.751 0.25
O -0.196 3.035 0.954 -0.49
N -0.763 3.360 -0.109 0.46
C -1.040 2.445 -1.157 -0.01
C -0.499 0.989 -1.091 -0.14
N -0.331 0.621 -2.515 -0.19
N 0.338 -0.503 -2.914 -0.12
N 0.166 -0.587 -4.206 -0.06
N -0.574 0.446 -4.675 -0.31
C -0.895 1.213 -3.600 0.30
C -1.699 2.373 -3.462 -0.33
C -1.752 2.983 -2.229 -0.15
O -1.134 4.547 -0.311 -0.48
H 0.533 1.023 -0.698 0.32
H -2.304 2.681 -4.311 0.24
H -2.368 3.866 -2.052 0.25